This record from the Open Molecules 2025 dataset describes the ion C14H28N3O4S with charge +1. The level of theory is ωB97M-V/def2-TZVPD.

Each line ends with the Löwdin charge.
Geometry (Å):
1 C 6.8737 -0.8597 1.0560  -0.058
2 C 5.9478 -0.2169 2.0768  -0.203
3 H 6.0781 0.8691 2.0756  0.125
4 H 6.1251 -0.6144 3.0777  0.125
5 O 4.5727 -0.5188 1.8059  0.000
6 C 3.9749 0.2464 0.8805  -0.542
7 O 4.4894 1.1514 0.2737  0.109
8 N 2.6671 -0.1112 0.7174  -0.037
9 C 2.1052 -1.2863 1.3458  -0.126
10 H 2.3741 -1.2829 2.4044  0.137
11 H 2.5169 -2.2030 0.9020  0.140
12 C 0.5859 -1.2595 1.1945  -0.110
13 C 0.1844 -1.3623 -0.2844  -0.233
14 C 1.1921 -0.5849 -1.1495  -0.087
15 H 0.7140 -0.1181 -2.0087  0.114
16 H 1.9449 -1.2771 -1.5283  0.139
17 C 1.8964 0.5013 -0.3399  -0.122
18 H 1.1673 1.2135 0.0665  0.128
19 H 2.5963 1.0618 -0.9642  0.135
20 H 0.1569 -2.4147 -0.5887  0.164
21 N -1.1951 -0.8150 -0.4882  -0.087
22 C -1.7668 -1.0792 -1.8262  -0.075
23 H -1.0073 -0.9773 -2.5995  0.133
24 H -2.1392 -2.1062 -1.8443  0.146
25 C -2.9021 -0.0662 -2.0670  -0.147
26 N -3.5692 0.2731 -0.8248  -0.223
27 S -3.0104 1.7073 -0.0771  0.710
28 O -3.3401 1.6043 1.3040  -0.247
29 O -1.5893 1.7969 -0.3955  -0.300
30 C -3.9312 3.0184 -0.8964  -0.251
31 C -5.4014 2.8107 -0.6178  -0.108
32 H -5.9850 3.6237 -1.0425  0.091
33 H -5.5716 2.7844 0.4554  0.083
34 H -5.7417 1.8725 -1.0483  0.077
35 H -3.5550 3.9480 -0.4751  0.118
36 H -3.6827 2.9661 -1.9521  0.105
37 C -3.6149 -0.8526 0.0811  -0.151
38 H -4.1945 -0.5515 0.9526  0.129
39 H -4.1363 -1.6697 -0.4218  0.140
40 C -2.1900 -1.2626 0.5206  -0.082
41 H -1.9666 -0.7886 1.4751  0.130
42 H -2.1193 -2.3473 0.6274  0.148
43 H -2.5016 0.8554 -2.4911  0.122
44 H -3.6333 -0.4837 -2.7656  0.141
45 H -1.1211 0.2405 -0.4051  0.109
46 H 0.1632 -2.0803 1.7726  0.127
47 H 0.2307 -0.3164 1.6117  0.133
48 H 6.7142 -1.9349 1.0225  0.078
49 H 6.6889 -0.4394 0.0706  0.075
50 H 7.9054 -0.6639 1.3317  0.081

2S+1: 1
Orbital gap in eV: 9.51
Net charge: +1
ΔE to the lowest compared entry with this formula, charge and spin in kcal/mol: 3.3
SMILES: CCOC(=O)N1CCC([NH+]2CCN(S(=O)(=O)CC)CC2)CC1
E_LUMO in eV: -2.300

This record from the Open Molecules 2025 dataset describes an isolated molecule of C4H6O2. The level of theory is ωB97M-V/def2-TZVPD.

Each line ends with the Löwdin charge.
Geometry (Å):
1 C 0.0981 0.5076 1.5026  0.066
2 C -0.3601 -0.3695 0.6112  -0.370
3 O -1.5052 -1.0846 0.7966  0.044
4 C 0.2412 -0.6126 -0.7329  -0.240
5 C 0.4620 0.5427 -1.6155  -0.098
6 O 1.5375 -0.0849 -0.9389  -0.028
7 H 1.0755 0.9611 1.4128  0.069
8 H -0.5360 0.7893 2.3385  0.065
9 H -1.7140 -1.0148 1.7388  0.109
10 H 0.0514 -1.5873 -1.1827  0.152
11 H 0.1925 1.5261 -1.2317  0.119
12 H 0.4572 0.4269 -2.6988  0.113

2S+1: 1
Orbital gap in eV: 9.90
ΔE to the lowest compared entry with this formula, charge and spin in kcal/mol: 52.6
SMILES: C=C(O)[C@H]1CO1
E_LUMO in eV: 0.895

This record from the Open Molecules 2025 dataset describes a structure of composition H8NO18S4Zn. The level of theory is ωB97M-V/def2-TZVPD.

Each line ends with the Löwdin charge.
Geometry (Å):
1 Zn 12.9785 -0.7053 7.8587  0.526
2 N 16.6849 -1.2587 8.3392  0.286
3 H 16.4320 -2.2164 8.5364  0.126
4 H 16.7796 -0.9590 9.2990  0.119
5 H 15.9117 -0.7838 7.8956  0.043
6 H 17.4954 -1.0581 7.7709  0.133
7 S 11.1513 0.8192 10.0964  0.085
8 O 11.8238 0.0957 9.1047  -0.361
9 O 9.7286 1.0477 9.7839  -0.427
10 O 11.2042 0.0103 11.2916  -0.453
11 O 11.7511 2.1192 10.4122  -0.465
12 S 14.9448 -1.5254 5.4734  0.118
13 O 13.8914 -2.3020 4.9075  -0.320
14 O 14.6526 -1.1017 6.8311  -0.432
15 O 16.1654 -2.3176 5.5568  -0.465
16 O 15.2812 -0.3402 4.7186  -0.402
17 S 10.7359 -2.8764 7.4633  0.159
18 O 10.9767 -3.5761 8.7184  -0.437
19 O 9.4749 -2.1704 7.6005  -0.403
20 O 11.8215 -1.9682 7.1343  -0.380
21 O 10.6311 -3.8212 6.3339  -0.461
22 S 12.0347 1.9502 5.9070  0.297
23 O 10.6486 2.2795 6.2995  -0.160
24 O 12.4824 0.6806 6.5512  -0.327
25 O 12.1251 1.8603 4.4496  -0.273
26 O 12.9406 2.9940 6.4336  -0.284
27 O 13.5205 -2.2804 9.2973  -0.034
28 H 12.8082 -2.8626 9.5616  0.037
29 H 14.2144 -2.8693 9.0008  0.038
30 O 14.3370 0.5779 8.9778  -0.023
31 H 14.7935 1.4043 8.8201  0.076
32 H 14.4028 0.4439 9.9232  0.066

2S+1: 2
Orbital gap (alpha / beta) in eV: 2.40 / 2.39
Net charge: -4
E_LUMO (alpha / beta) in eV: 7.075 / 7.076

This record from the Open Molecules 2025 dataset describes a structure of composition C44H47GeN3O3STaTe. The level of theory is ωB97M-V/def2-TZVPD.

Each line ends with the Löwdin charge.
Geometry (Å):
1 Ta -1.1334 -0.0107 -0.3067  1.333
2 C 0.9135 -1.9020 6.3947  -0.013
3 C 0.0781 -0.6552 6.0373  -0.553
4 C 0.9049 0.6059 6.3312  -0.026
5 C -1.1861 -0.6367 6.8999  -0.039
6 C -0.2346 -0.7489 4.5703  -0.106
7 C -1.4897 -1.1297 4.0777  0.065
8 C -1.7270 -1.1489 2.7202  -0.081
9 N -0.7959 -0.8423 1.8034  -0.070
10 C 0.4586 -0.5941 2.2532  -0.184
11 C 0.7531 -0.5219 3.6043  0.085
12 C 1.4769 -0.5667 1.1936  -0.173
13 C 2.8397 -0.5368 1.4529  0.096
14 C 3.7760 -0.6493 0.4216  -0.103
15 C 3.2468 -0.8166 -0.8661  0.051
16 C 1.8873 -0.8650 -1.0524  -0.097
17 N 0.9935 -0.7296 -0.0597  -0.086
18 C 5.2591 -0.6252 0.6590  -0.556
19 C 5.8426 0.6232 -0.0263  -0.015
20 C 5.8891 -1.8859 0.0440  -0.020
21 C 5.6115 -0.5851 2.1466  -0.044
22 H 1.1337 -1.8762 7.4582  0.104
23 H 1.8541 -1.9266 5.8500  0.087
24 H 0.3628 -2.8149 6.1827  0.096
25 H 1.0560 0.6884 7.4038  0.101
26 H 0.3802 1.4961 5.9920  0.099
27 H 1.8871 0.5747 5.8673  0.079
28 H -0.9140 -0.4111 7.9275  0.100
29 H -1.6845 -1.6025 6.9028  0.092
30 H -1.8827 0.1282 6.5638  0.098
31 H -2.2821 -1.4044 4.7531  0.128
32 H -2.6964 -1.4489 2.3398  0.104
33 H 1.7560 -0.2918 3.9246  0.119
34 H 3.1738 -0.4394 2.4714  0.109
35 H 3.8969 -0.9231 -1.7169  0.130
36 H 1.4829 -1.0475 -2.0445  0.077
37 H 5.6535 0.6282 -1.0962  0.087
38 H 6.9182 0.6334 0.1250  0.103
39 H 5.4307 1.5308 0.4092  0.095
40 H 5.7510 -1.9406 -1.0312  0.083
41 H 5.4757 -2.7846 0.4954  0.098
42 H 6.9578 -1.8691 0.2376  0.103
43 H 5.2296 0.3159 2.6218  0.092
44 H 6.6928 -0.5791 2.2590  0.103
45 H 5.2286 -1.4653 2.6594  0.096
46 Ge -1.3065 -0.8339 -2.9042  0.709
47 C -0.1767 0.6588 -3.6413  -0.345
48 C -0.7771 1.8947 -3.8078  -0.128
49 C -0.0994 2.9058 -4.4708  -0.036
50 C 1.1774 2.6755 -4.9565  -0.034
51 C 1.7623 1.4272 -4.8176  -0.038
52 C 1.0827 0.4094 -4.1647  -0.113
53 C -3.1229 -0.6942 -3.6764  -0.367
54 C -3.1196 -0.4711 -5.0533  -0.115
55 C -4.3218 -0.3297 -5.7243  -0.049
56 C -5.5188 -0.3714 -5.0239  -0.043
57 C -5.5175 -0.5763 -3.6544  -0.052
58 C -4.3198 -0.7484 -2.9762  -0.123
59 H -0.6556 -2.0285 -3.6590  0.017
60 H -1.7864 2.0752 -3.4618  0.105
61 H -0.5779 3.8643 -4.6130  0.122
62 H 1.7087 3.4669 -5.4624  0.124
63 H 2.7453 1.2342 -5.2214  0.122
64 H 1.5159 -0.5829 -4.1104  0.102
65 H -2.1728 -0.4332 -5.5867  0.108
66 H -4.3264 -0.1980 -6.7953  0.119
67 H -6.4523 -0.2518 -5.5522  0.121
68 H -6.4463 -0.6076 -3.1073  0.118
69 H -4.3411 -0.9230 -1.9047  0.057
70 N -4.2562 -0.1348 0.6349  0.145
71 C -3.1783 -0.3140 0.2902  -0.493
72 C -1.9284 8.1541 -0.6163  -0.010
73 C -1.7055 6.6869 -0.6529  -0.213
74 C -2.6527 5.8220 -1.2038  0.021
75 C -2.4605 4.4529 -1.1906  -0.018
76 C -1.2917 3.9525 -0.6374  -0.295
77 C -0.3182 4.7792 -0.0952  -0.020
78 C -0.5340 6.1431 -0.1129  0.016
79 S -1.1208 2.2402 -0.4927  0.618
80 O 0.1284 1.5815 -0.9239  -0.318
81 O -1.2817 1.6920 0.8724  -0.297
82 O -2.1240 1.4397 -1.2594  -0.432
83 H -2.9186 8.4184 -0.9758  0.094
84 H -1.1912 8.6649 -1.2358  0.109
85 H -1.7994 8.5284 0.3994  0.107
86 H -3.5552 6.2281 -1.6300  0.135
87 H -3.2057 3.7828 -1.5933  0.131
88 H 0.5775 4.3505 0.3327  0.132
89 H 0.2043 6.8057 0.3101  0.138
90 Te -1.6531 -2.5566 -0.8402  1.288
91 C -1.1580 -4.8938 -0.9982  -0.323
92 C 0.0500 -5.5530 -0.8912  -0.099
93 C 0.0154 -6.9440 -0.7991  -0.037
94 C -1.1848 -7.6335 -0.8202  -0.022
95 C -2.3817 -6.9432 -0.9319  -0.033
96 C -2.3787 -5.5596 -1.0329  -0.146
97 H 0.9977 -5.0362 -0.8762  0.111
98 H 0.9436 -7.4853 -0.7037  0.126
99 H -1.1906 -8.7119 -0.7499  0.131
100 H -3.3215 -7.4722 -0.9445  0.130
101 H -3.3018 -4.9921 -1.1426  0.096

2S+1: 1
Orbital gap in eV: 5.04
Net charge: +3
ΔE to the lowest compared entry with this formula, charge and spin in kcal/mol: 134.3
E_LUMO in eV: -10.732

- Which value of 2S+1 does entry 1 give?
  1

- Which formula does entry 1 have?
  C14H28N3O4S

- What is the 2S+1 in the third record?
  2

- Which value of 2S+1 does entry 2 give?
  1